1.
DFT (ωB97M-V with the def2-TZVPD basis set) results for C19H18N3O4PtS as an isolated structure in a non-equilibrium geometry.

```
46
Properties=species:S:1:pos:R:3:forces:R:3
Pt -0.09360 0.16470 0.08070 0.7688 1.1650 -2.0571
O 3.30110 4.68580 4.97180 0.2155 0.3607 0.0045
C 2.54760 3.70160 5.47250 -0.0592 -0.1412 0.1616
O 2.35450 3.60890 6.65210 0.1184 0.1377 -0.2195
C 1.95340 2.71850 4.50940 -0.1714 -0.3051 -0.2604
C 1.43440 1.55710 5.08320 0.0292 0.2167 0.0468
C 0.80370 0.60420 4.31940 -0.1246 -0.0817 -0.5035
C 0.65680 0.80040 2.93790 1.1278 1.3206 1.1083
C 1.23350 1.93640 2.35410 -0.2696 -0.3246 -0.3365
C 1.86750 2.88830 3.12570 0.0839 -0.0178 0.5404
N 0.02350 -0.11150 2.12040 -2.5410 -1.1099 -0.9124
C -0.86180 -0.96930 2.57480 1.4859 1.4112 0.1076
C -1.39320 -1.96620 1.70670 -1.1678 -1.5628 -1.5242
C -2.18450 -3.04500 2.14420 0.5306 0.9875 0.2301
C -2.62400 -3.96670 1.22130 0.0769 -0.2480 -0.6703
C -2.27450 -3.81850 -0.12140 -0.2434 -0.1229 0.5786
C -1.50380 -2.73110 -0.48780 -0.1875 0.0188 0.1963
N -1.09490 -1.83970 0.39470 0.1752 -0.9324 0.6046
H 3.43160 4.63240 4.01750 -0.0873 -0.1320 0.0955
H 1.53960 1.42990 6.15050 -0.0199 -0.0078 0.0366
H 0.44060 -0.29930 4.78280 0.0106 -0.0990 0.1077
H 1.15190 2.06090 1.27250 -0.0285 0.0282 0.2835
H 2.27330 3.76030 2.62950 -0.0311 0.0518 -0.0018
H -1.20870 -0.92520 3.60000 0.2824 -0.1290 0.1588
H -2.42950 -3.13690 3.19120 -0.0624 -0.0427 0.1066
H -3.22080 -4.80920 1.53330 -0.0762 -0.0541 0.0482
H -2.59260 -4.52780 -0.86500 -0.0759 -0.1576 -0.0862
H -1.21800 -2.56560 -1.51830 0.0738 0.0445 -0.0497
O -0.22660 0.37030 -2.06650 1.3034 -0.6235 2.0494
N -1.43130 0.67640 -2.48710 -1.7629 0.4972 0.0263
C -1.73470 0.41070 -3.77110 -0.0566 -0.0383 -0.4694
C -2.96820 0.70870 -4.28970 0.0313 0.0285 0.1050
C -3.93140 1.29660 -3.46900 0.2124 0.0063 0.1350
C -3.61310 1.55780 -2.15840 0.0630 -0.0734 -0.3191
C -2.34790 1.24090 -1.65990 0.1735 -0.0020 0.1334
S -1.96170 1.59630 -0.01460 0.7448 -0.3007 0.4120
H -0.94190 -0.04280 -4.34680 0.0547 -0.0031 0.0897
H -3.18230 0.47860 -5.31940 0.0648 -0.0396 -0.1104
H -4.90830 1.54050 -3.85170 -0.1227 0.0039 -0.0587
H -4.32130 1.99710 -1.47530 -0.0705 0.0536 0.0555
C 3.23640 -0.20520 0.20750 0.4167 0.0806 0.1378
O 2.08920 -0.85090 -0.33330 -0.7384 0.0290 -0.1991
H 3.33530 0.81440 -0.16440 -0.0454 0.0528 0.0217
H 4.13710 -0.76820 -0.04080 -0.0183 -0.0044 0.0376
H 3.11360 -0.19310 1.28730 0.0145 0.0356 0.0035
H 2.18460 -0.90390 -1.29460 -0.0973 0.0232 0.1556
```
Positions in Å, forces in eV/Å.

## Properties
- total charge = +1
- E_tot (eV) = -46729.7837
- orbital gap (spin up / spin down) (Eh) = 0.2113 / 0.2138
- 2S+1 = 1
- energy above the lowest of the compared OMol25 structures with the same formula, charge and spin (kJ/mol) = 194.5


2.
DFT (ωB97M-V with the def2-TZVPD basis set) results for C8H15P as an isolated structure in a non-equilibrium geometry.

```
24
Properties=species:S:1:pos:R:3:forces:R:3
C -1.13372 0.75920 0.98139 0.7913 -0.0475 0.3410
C -0.01328 0.14626 1.78394 -1.2552 -1.1228 -0.1963
C 2.40350 -0.91185 1.40405 1.5893 0.9543 -3.4170
C 1.26612 -1.69155 0.67260 1.8933 1.7129 1.3308
C -0.50933 1.76363 0.08779 -1.0147 1.7152 -2.0093
C 1.16979 -0.24379 1.05999 0.0444 -2.7864 0.5333
C -1.45812 0.31969 -2.53873 -1.2949 -1.4287 2.3538
C -0.24510 -0.33983 -1.90525 0.5713 1.6047 2.5056
P 0.82791 0.98035 -0.96546 -0.8508 -0.0201 -1.9931
H -1.56918 -0.04658 0.45832 -0.5217 -0.8476 -1.2474
H -1.95407 1.05356 1.61085 -0.0940 0.8156 0.5123
H 0.25301 0.71692 2.57370 0.5804 2.1974 2.7627
H -0.46612 -0.76300 2.14021 0.0227 -0.6935 0.8271
H 2.71183 -1.10370 2.37295 0.0594 -0.6646 2.0499
H 3.38476 -0.63065 0.80842 -2.1075 -0.4645 0.6889
H 1.32631 -2.00386 -0.31389 0.7866 -0.4071 -1.8307
H 0.83501 -2.42059 1.30317 -1.0306 -0.5062 0.6708
H -1.29232 2.24348 -0.59699 1.1619 -0.4119 0.9008
H -0.03150 2.59697 0.62933 -0.1521 -0.3256 0.0075
H -1.33858 0.93131 -3.37238 0.8334 0.5748 -1.7405
H -2.10790 -0.54065 -2.74109 -0.5316 0.5978 -0.3781
H -1.95801 1.01496 -1.82506 0.0726 -0.9399 -0.3131
H 0.41089 -0.78638 -2.63326 0.1499 -0.5403 -0.0626
H -0.51190 -1.04390 -0.99461 0.2969 1.0339 -2.2964
```
Positions in Å, forces in eV/Å.

## Properties
- total charge = 0
- E_tot (eV) = -17821.4593
- ⟨S²⟩ = 2.01
- orbital gap (spin up / spin down) (Eh) = 0.2315 / 0.2589
- 2S+1 = 3


3.
DFT (ωB97M-V with the def2-TZVPD basis set) results for a 2-piece molecular cluster, C4H10NOP overall in a non-equilibrium geometry.

```
17
Properties=species:S:1:pos:R:3:forces:R:3
C -1.41092 -1.57021 1.63553 -1.1531 3.6353 0.2168
P 0.33211 -0.97837 1.82753 -0.2812 -0.4842 0.2275
N 0.30431 0.46393 1.28613 0.5517 1.1935 -0.5174
C 1.38060 1.41289 1.02760 -0.3968 -0.1925 -1.4761
O 0.84791 2.69173 0.63742 0.1532 -1.0438 -1.7689
H -1.44627 -2.57199 1.58965 0.1574 -3.8212 -0.0023
H -1.94598 -1.21321 0.76264 0.6660 0.2832 -0.8344
H -2.20957 -1.26584 2.33909 0.9692 0.0077 0.6463
H 2.05946 1.59137 1.84667 0.0950 -0.1561 0.4364
H 1.95725 1.11931 0.09175 -0.2902 -0.4538 1.5223
H 0.78699 2.52173 -0.34836 -0.4111 1.1037 1.7275
C -0.30711 -0.97204 -2.34546 1.3975 0.7961 0.7825
C 0.04280 0.19708 -1.83841 0.0806 0.5716 -0.8640
H 0.45780 -1.69499 -2.48720 0.4175 -0.6941 -0.2978
H -1.28757 -1.23327 -2.56844 -1.6274 -0.3879 -0.2918
H -0.64611 1.01612 -1.71313 -0.3659 -0.0189 0.2390
H 1.08430 0.48578 -1.74300 0.0375 -0.3386 0.2543
```
Positions in Å, forces in eV/Å.

## Properties
- total charge = 0
- E_tot (eV) = -17133.6344
- orbital gap (Eh) = 0.3192
- 2S+1 = 1
- energy above the lowest of the compared OMol25 structures with the same formula, charge and spin (kJ/mol) = 321.7


4.
DFT (ωB97M-V with the def2-TZVPD basis set) results for C6H11NS as an isolated structure in a non-equilibrium geometry.

```
19
Properties=species:S:1:pos:R:3:forces:R:3
C 1.20869 -2.26488 0.77710 0.8448 1.1924 0.5757
C 1.73988 1.08100 -0.52450 0.1961 2.2998 -1.6570
C 0.32379 1.32513 -0.11295 -0.8741 -0.0483 1.5099
C -1.23127 -0.75367 1.23159 1.3158 -1.4466 -2.8955
C 1.42856 -1.02967 0.34697 2.2633 -2.7779 -0.4225
C -2.01192 0.56324 -1.30110 -2.5658 -2.4423 3.5967
N 2.10895 -0.21427 -0.23493 1.5272 -0.8696 0.6843
S -0.65802 -0.31204 -0.31572 -2.5078 1.8747 0.4560
H 0.49384 -2.87740 0.33303 -0.9175 -0.9634 -0.8793
H 1.35358 -2.37500 1.81782 0.3167 -0.4779 1.0232
H 1.96216 1.19997 -1.61403 -0.5208 0.2093 0.5577
H 2.41221 1.81452 -0.04375 -0.1576 -0.3302 -0.0415
H -0.17765 2.22304 -0.56693 0.4801 -0.8928 0.6717
H 0.33367 1.27341 1.04396 -0.2931 0.7917 -1.7768
H -0.62385 -1.59371 1.58265 -0.9467 0.8365 0.1254
H -1.72087 -0.07740 1.83422 -1.0879 1.3179 1.1071
H -2.58430 1.14810 -0.49128 0.9675 -0.3841 -1.5990
H -1.60382 1.08247 -2.09302 0.8853 1.3435 -1.4354
H -2.75362 -0.21286 -1.66912 1.0747 0.7675 0.3992
```
Positions in Å, forces in eV/Å.

## Properties
- total charge = 0
- E_tot (eV) = -18719.5891
- orbital gap (spin up / spin down) (Eh) = 0.2809 / 0.2808
- 2S+1 = 1
- energy above the lowest of the compared OMol25 structures with the same formula, charge and spin (kJ/mol) = 569.8


5.
DFT (ωB97M-V with the def2-TZVPD basis set) results for a 3-piece molecular cluster, C8H12FO6 overall in a non-equilibrium geometry.

```
27
Properties=species:S:1:pos:R:3:forces:R:3
F 21.85100 0.94500 19.45700 0.3481 0.2519 -0.0993
C 23.76000 -0.03900 16.57800 1.2030 0.0051 1.6650
C 23.76000 1.48000 16.87200 1.0807 -0.5835 1.2971
C 24.82800 1.76100 17.91100 0.4448 0.6440 1.4974
O 25.50500 2.96400 17.47600 -0.8781 1.0889 -0.5223
C 25.08900 3.22800 16.17300 3.5621 3.5370 1.8532
O 25.52500 4.20000 15.54000 -1.3035 -2.5927 1.1616
O 24.27200 2.33200 15.83600 -2.1144 -1.9593 -3.7440
H 23.14400 -0.55400 17.42500 1.3094 0.9773 -1.4145
H 24.84300 -0.49700 16.39800 -2.3029 1.0676 0.6566
H 23.23800 -0.08600 15.68400 -1.1474 -0.8498 -1.8524
H 22.76500 1.88600 17.00500 -0.1915 -0.4557 0.8669
H 25.63200 1.07000 17.80100 0.2497 -1.2579 0.0621
H 24.54600 1.76900 18.99700 -0.2093 0.3907 -1.2200
C 23.64500 3.51600 22.26700 -2.3880 2.1627 1.6044
C 22.13800 3.86000 22.38200 -0.4014 1.7219 -0.7189
C 21.14300 2.85300 21.85200 2.2437 -1.3299 -0.4170
O 20.02700 3.02400 22.77500 -1.5225 -2.4474 -4.7780
C 20.38000 3.60600 23.81900 2.5497 1.7100 2.8774
O 19.75700 3.74900 24.82200 -0.6727 0.2248 0.6585
O 21.67500 4.03800 23.69900 0.3189 0.5454 1.3319
H 24.20300 4.31600 22.85000 -0.2915 -0.6798 -1.6486
H 23.61600 3.39200 21.21000 1.6400 0.0773 -0.9764
H 23.82600 2.62600 22.79000 0.2534 -1.5786 0.4283
H 21.91200 4.81800 21.79800 0.6762 -0.7114 0.8661
H 21.68500 1.84800 21.98800 -1.7359 0.9172 -0.4987
H 20.97500 3.07700 20.77100 -0.7203 -0.8758 1.0637
```
Positions in Å, forces in eV/Å.

## Properties
- total charge = -1
- E_tot (eV) = -23493.3404
- orbital gap (Eh) = 0.3026
- 2S+1 = 1
- energy above the lowest of the compared OMol25 structures with the same formula, charge and spin (kJ/mol) = 0.0